Here is the molecule C24H23N3OS from the OMol25 dataset. Energies are from ωB97M-V with the def2-TZVPD basis set.

Geometry as XYZ:
```
52
Properties=species:S:1:pos:R:3:nbo_charge:R:1
C -3.0169 -2.7418 2.0606 -0.63
C -2.6283 -2.2644 0.6951 0.01
C -3.5627 -2.1491 -0.3216 -0.23
C -3.1869 -1.6780 -1.5668 -0.18
C -1.8826 -1.3000 -1.8374 -0.07
C -1.5125 -0.7496 -3.1838 -0.66
C -0.9392 -1.4158 -0.8072 0.22
N 0.3766 -0.9935 -1.0715 -0.62
C 1.3553 -0.6966 -0.1832 0.69
O 1.3377 -0.9529 1.0015 -0.62
C 2.5080 0.0716 -0.8298 -0.40
S 2.0385 1.8885 -0.8079 0.26
C 0.3330 1.7898 -0.4102 0.19
N -0.6361 1.9153 -1.2685 -0.48
C -1.7867 1.7326 -0.5456 0.13
C -3.1173 1.7194 -0.9514 -0.21
C -4.0691 1.4409 0.0008 -0.22
C -3.7453 1.1796 1.3417 0.00
C -4.8473 0.8581 2.3055 -0.63
C -2.4282 1.2059 1.7584 -0.24
C -1.4598 1.4827 0.8074 0.11
N -0.0945 1.5574 0.8677 -0.54
C 3.8034 -0.1395 -0.1142 -0.08
C 3.9805 0.3069 1.1889 -0.11
C 5.1677 0.0644 1.8543 -0.23
C 6.1920 -0.6205 1.2233 -0.20
C 6.0240 -1.0625 -0.0777 -0.21
C 4.8354 -0.8244 -0.7435 -0.19
C -1.3136 -1.9024 0.4364 -0.26
H -3.9484 -3.3019 2.0275 0.21
H -2.2388 -3.3720 2.4852 0.22
H -3.1552 -1.8874 2.7232 0.22
H -4.5911 -2.4274 -0.1433 0.21
H -3.9289 -1.5926 -2.3474 0.21
H -2.3833 -0.7451 -3.8339 0.23
H -1.1565 0.2779 -3.0890 0.24
H -0.7404 -1.3531 -3.6641 0.21
H 0.5068 -0.6644 -2.0183 0.41
H 2.6048 -0.1876 -1.8869 0.23
H -3.3801 1.9134 -1.9783 0.22
H -5.1105 1.4136 -0.2852 0.21
H -4.4668 0.7666 3.3197 0.21
H -5.6093 1.6356 2.2879 0.22
H -5.3238 -0.0812 2.0265 0.22
H -2.1580 1.0072 2.7848 0.21
H 0.4900 1.3384 1.6585 0.44
H 3.1882 0.8496 1.6797 0.21
H 5.2948 0.4137 2.8682 0.21
H 7.1204 -0.8068 1.7425 0.21
H 6.8205 -1.5942 -0.5771 0.21
H 4.7076 -1.1739 -1.7585 0.21
H -0.5743 -1.9863 1.2154 0.25
```

Calculated values
2S+1 ... 1
Gap between HOMO and LUMO ... 8.632 eV
F_max ... 0.0165 Eh/bohr
DFT total energy ... -42616.2291 eV
SMILES ... Cc1ccc(C)c(NC(=O)[C@@H](Sc2nc3ccc(C)cc3[nH]2)c2ccccc2)c1
HOMO ... -8.000 eV